Here is a molecular structure, C35H37AsN2OSTc from the Open Molecules 2025 dataset. Energies are from wB97M-V/def2-TZVPD.

## Properties
HOMO (alpha / beta) (eV): -9.88 / -10.47
Energy above the lowest of the compared OMol25 structures with the same formula, charge and spin (kJ/mol): 0.00
Maximum force (hartree/bohr): 0.0139
Total charge: +1
Multiplicity: 3
M (u): 706.68
E_tot (Eh): -4255.17913
<S²>: 2.017
Frontier orbital gap (alpha / beta) (Eh): 0.2615 / 0.2730

CARTESIAN COORDINATES (ANGSTROEM)
Tc -2.0280 -0.3833 -0.1361
H -0.8682 -1.4669 3.0870
C 2.9377 -0.3823 1.0885
C 2.0837 -1.5642 3.4574
H 1.7574 -1.9942 4.3934
H -1.3426 3.8648 0.2238
As 0.2643 0.5308 0.3729
C -3.8218 1.6508 -0.4514
H 4.8398 -1.2125 1.5617
H 3.7822 5.5013 -2.3883
C -3.3713 1.7451 1.9173
H 2.1339 1.9694 2.3190
C 1.4316 -2.2309 -1.6944
C -2.4047 2.7192 1.6947
H -4.4268 1.3006 -1.2759
H -6.3778 -4.5218 -1.7787
C 0.8874 -3.7018 -3.5265
C -5.0880 -2.8810 -1.4474
H 4.9821 -3.1719 3.2530
H 3.2526 6.3510 -0.9400
C 1.1691 -0.8310 2.7059
H 4.4146 -0.1718 -0.4400
C 2.2411 4.4922 -1.2941
H 1.6869 3.8443 -3.2485
C 4.3644 -2.5300 3.8775
H 1.0649 0.7680 -3.1789
C 1.5929 -0.2834 1.4934
H 1.1791 -4.4740 -4.2202
C 1.0365 2.4328 -1.7985
C -0.7702 -2.1813 -2.6755
S -2.0550 -2.3677 1.0146
C 2.1531 4.1930 0.0557
H -1.7638 -1.7526 -2.7181
H 3.8443 -3.1520 4.6021
C 1.4855 2.7879 1.9917
N -4.0248 -2.4152 -0.7577
C 1.6663 3.6075 -2.1925
N -0.2904 -0.6956 -0.8664
C 0.1475 -1.7001 -1.7408
C -4.1063 1.2347 0.8543
C -3.7755 -4.4436 0.3877
C 3.3964 -1.7404 3.0508
C 3.5151 0.3385 -0.0994
C 1.5536 3.0235 0.5073
H 2.2400 6.3386 -2.3824
H -4.9289 0.5552 1.0405
H -2.5724 2.8923 -1.6814
C -4.8471 -4.9512 -0.2957
H -1.1153 -3.5396 -4.2840
O -3.6510 -1.1437 -1.0419
C -3.3526 -3.1225 0.1621
C -0.3983 -3.1784 -3.5591
H 2.5598 4.8829 0.7824
H -5.5125 -2.1763 -2.1436
C -0.2013 -0.6302 3.2929
H -0.6952 0.2755 2.9277
C -5.5262 -4.1540 -1.2309
H 1.7921 3.6840 2.5276
H -3.2316 -5.0320 1.1088
H 0.4706 2.5452 2.3172
H 2.1301 -1.9055 -0.9452
C 1.7933 -3.2240 -2.5916
H -0.5393 1.1774 -2.6114
H 2.7926 -3.6349 -2.5454
H 3.7911 1.3582 0.1729
H 2.8355 0.4183 -0.9475
C 1.0178 2.1266 -0.4258
C -2.7892 2.5613 -0.6744
H -1.8835 3.1527 2.5361
H -5.1640 -5.9658 -0.1179
C 3.8062 -1.1240 1.8752
C 2.9154 5.7398 -1.7729
C 0.4235 1.6025 -2.8907
H -0.1102 -0.5454 4.3736
H -3.5960 1.4262 2.9257
H 0.2738 2.2272 -3.7699
H 5.0330 -1.8657 4.4253
C -2.1088 3.1232 0.4033

Here are the Mulliken charges for atoms 1 to 2, given in e: -0.638 0.408